76
Properties=species:S:1:pos:R:3 method="wB97M-V/def2-TZVPD" multiplicity=1 e_above_lowest_kcal_mol=32.4 homo_lumo_gap_ev=8.67 smiles="NC(N)=O.NC(N)=O.CCO.CCO.CO.CO.CO.CO.CO.CO.CO" e_homo_ev=-8.911
O -0.26236 0.45258 3.55976
O -2.15236 -3.92142 -2.74224
O 2.29764 -1.01142 3.21676
O -3.29836 0.23658 -1.12624
O -1.54636 5.54258 0.26776
O -0.71336 2.67858 -5.57924
O 0.69864 3.62658 2.92476
O 1.22764 -2.29342 -2.33324
O -0.03736 -4.14242 1.99176
O 0.29664 -0.04542 -0.37824
O -2.23236 2.69558 -0.46124
N -1.09836 -1.14542 2.11876
N -0.77736 -3.65042 -0.79524
N -2.62936 -4.89042 -0.67324
N -1.63136 -1.35542 4.26676
C -2.28036 -0.53542 -1.74924
C 1.66464 2.90758 2.20376
C 1.39564 -4.20442 2.05176
C 3.32464 -0.57542 2.42976
C 1.24164 0.84058 -0.84024
C -0.71336 2.99558 -4.20224
C -1.80136 -4.21642 -1.44424
C -0.02836 5.00058 -1.43024
C -0.39136 6.04158 -0.38124
C 1.92464 -3.57642 0.77176
C -0.98036 -0.68942 3.32376
C -1.70336 2.24458 0.80276
C 1.77864 -3.45342 -2.93024
H 3.82464 0.31158 2.88876
H 0.37464 6.43558 0.30376
H 1.94564 -3.25442 -3.98624
H 1.77364 -4.28542 -0.11824
H -0.83536 4.72958 -2.08424
H 1.49464 1.35958 0.00776
H -0.34236 -4.92442 2.56776
H -1.71436 3.44158 -0.78024
H 1.57964 -2.57242 0.53276
H 2.63864 3.21458 2.59876
H -2.16436 2.78858 1.63276
H 2.85264 -0.17442 1.49776
H -1.27336 3.25658 -6.10624
H 1.56164 1.89058 2.50676
H 0.81664 5.22658 -2.04024
H 1.10964 -1.54942 -2.96424
H -3.45136 -5.28342 -1.15924
H -1.77536 -1.27442 -1.16124
H -1.94436 1.19658 1.05276
H 4.19864 -1.20142 2.28976
H -0.57736 2.27958 0.82476
H 0.22364 -0.62742 -1.08524
H 1.75864 -5.26742 2.12076
H -1.42236 0.08558 -2.14824
H 0.33464 2.92158 -3.75024
H -1.53036 -2.05842 1.90276
H -2.07936 -2.31442 4.16176
H -1.42936 5.67758 1.25576
H -2.66736 -1.10742 -2.57124
H -1.61336 -0.97942 5.23876
H -0.62836 -3.80842 0.22976
H 2.07664 -1.90642 2.96776
H 2.19264 0.47858 -1.19924
H 0.11364 4.07258 -0.81424
H -1.25636 2.25258 -3.60524
H -0.10536 -3.10842 -1.35324
H -0.44636 -0.71642 1.42976
H 1.04764 -4.30242 -2.81724
H 1.76364 -3.75142 2.99776
H 0.64564 3.25558 3.83976
H -0.75236 6.93258 -0.91824
H -2.12436 -5.54342 0.04376
H -2.91736 1.09858 -1.04124
H 0.97064 1.54258 -1.63624
H -1.12436 3.98258 -4.11224
H 3.03964 -3.53942 0.81476
H 2.66264 -3.63842 -2.29324
H 1.60164 3.20158 1.17476


82
Properties=species:S:1:pos:R:3 method="wB97M-V/def2-TZVPD" multiplicity=1 homo_lumo_gap_ev=9.82 e_homo_ev=-9.731
S 4.04955 5.55421 -2.26346
P 1.44329 2.46749 -2.27727
O 2.40962 1.31379 -3.00230
O 4.10731 6.60278 -1.22919
O 0.41425 2.99625 -3.47692
O 5.07685 5.78669 -3.28984
O -2.74630 0.51593 2.91284
O -0.84940 -3.87924 2.72921
O 2.51279 -2.79349 5.43984
O -2.42212 -2.70271 0.36575
O 0.84499 -5.38066 5.03875
O -1.84794 -3.56853 -5.17883
O 4.03249 7.00013 -6.21247
O -2.64514 0.21860 -5.75407
O 3.83324 3.98694 -1.78495
O 2.52570 5.71952 -2.93774
O 0.58162 1.87930 -1.18246
O -1.66900 3.46825 -5.70512
O 1.06397 0.16364 0.92566
O -1.95495 -3.18167 6.11809
C -0.92913 -2.51220 6.83885
C 1.70819 5.20644 -1.86061
C 0.66071 -0.35686 2.18662
C -1.47847 -4.10895 -3.91323
C -3.81035 -2.60165 0.65173
C 2.64806 7.12379 -5.91708
C -2.27565 -0.33464 -4.49288
C 0.97311 -6.54906 5.84175
C -2.70460 3.45048 -4.73193
C -2.95444 1.92268 2.86837
C 3.53562 -2.11888 6.16788
C -0.05681 -4.09910 1.56761
C 2.42766 3.84872 -1.47890
H 2.41166 3.68252 -0.38175
H -0.73322 -4.89754 -4.04570
H 0.98210 -3.82708 1.77262
H -1.57103 -3.48623 5.29097
H -2.36107 2.93217 -3.83256
H -1.34145 -2.15592 7.78170
H -2.35820 -4.51309 -3.40634
H -0.49407 -4.43853 3.43029
H -4.17811 -3.54644 1.06137
H 2.11551 7.36082 -6.83649
H -0.43659 -3.47884 0.76373
H 0.62973 5.17565 -2.11016
H 1.38533 -4.69134 5.44890
H 2.67191 0.65992 -2.33868
H 3.11634 -1.76593 7.10796
H -2.31574 2.34227 2.09288
H 2.49217 7.92774 -5.19217
H -4.34036 -2.38191 -0.27397
H -3.99896 2.14051 2.63023
H -0.56633 -1.66037 6.25746
H -2.22137 -4.28522 -5.69725
H 0.00769 0.36013 2.68980
H -3.15812 -0.74214 -3.99333
H 2.90382 -3.09595 4.61472
H 0.37287 -7.34237 5.40038
H 2.01860 -6.86550 5.87647
H -1.05200 -3.31169 -3.30711
H 4.48478 6.79008 -5.38854
H -1.45937 2.55117 -5.91380
H -1.53409 -1.12197 -4.63704
H -3.01933 -0.49304 -6.27902
H -3.58456 2.94680 -5.13849
H -1.84721 0.45608 -3.87782
H 1.54811 -0.52756 2.79671
H 4.36125 -2.80366 6.37649
H 2.26952 6.18050 -5.51432
H 0.61478 -6.34768 6.85419
H 1.71616 5.81372 -0.91990
H 3.90095 -1.26482 5.59328
H -0.11529 -5.14929 1.27137
H -2.69357 2.37144 3.83075
H 0.26813 0.30791 0.40519
H -1.97439 -2.89610 1.19799
H -2.96184 4.47849 -4.47901
H 0.13275 -1.30270 2.04222
H -3.31651 0.16428 3.60142
H 0.81681 3.71076 -3.99805
H -3.98653 -1.79426 1.36726
H -0.10637 -3.20376 7.04146


29
Properties=species:S:1:pos:R:3 method="wB97M-V/def2-TZVPD" total_charge=-2 multiplicity=1 homo_lumo_gap_ev=4.37 e_homo_ev=-0.859
Tl 2.10035 -3.19977 0.81130
Br -0.39099 -3.36390 -3.98521
Br 3.03713 1.08558 -5.10947
Br 0.47271 -0.81305 -5.96760
Br 4.69126 0.39656 -2.28601
O 0.28486 -1.75977 2.99012
O 1.28757 -3.45196 -1.52162
O 3.43320 -1.86618 -0.80529
O -3.66722 4.17316 1.76300
O 0.56953 -1.13558 0.84387
O -3.95850 3.61231 3.80553
N -3.45043 3.43478 2.70839
C -1.45408 0.39510 3.42465
C 1.04188 -2.20454 -3.50794
C 1.66182 -2.48744 -2.27895
C 1.42736 -1.15681 -4.36005
C 2.80076 -1.64537 -1.89844
C -2.56175 2.31552 2.52725
C -1.96909 2.09327 1.28564
C -2.30594 1.46629 3.60154
C -1.11933 1.01673 1.12675
C 2.50047 -0.36267 -4.00116
C -0.85379 0.15882 2.19170
C 3.17070 -0.62940 -2.79616
C 0.08927 -1.02890 2.00124
H -0.63898 0.80910 0.17940
H -1.22906 -0.28839 4.23303
H -2.78066 1.66548 4.55091
H -2.18903 2.77106 0.47356


27
Properties=species:S:1:pos:R:3 method="wB97M-V/def2-TZVPD" total_charge=-1 multiplicity=1 e_above_lowest_kcal_mol=24.7 homo_lumo_gap_ev=2.94 e_homo_ev=-3.152
Cl 1.73829 3.13266 2.30044
Cl 3.14949 0.38827 2.24611
Cl 1.53815 -2.22480 2.81968
Cl -1.37744 -2.05926 3.82981
S 2.01206 0.03089 -1.37996
F -1.93919 -3.24831 -1.30533
F -2.44662 -2.83849 -3.41654
F -3.76530 -2.10691 -1.80363
O -1.02146 2.95400 3.20735
O -2.36469 0.67567 3.96026
C 0.75437 -0.68887 2.95231
C -0.53729 -0.62116 3.39660
C -1.69435 -1.07406 -2.10002
C 0.86313 1.71140 2.71704
C -0.35114 -1.11318 -1.80571
C -2.49030 -2.36188 -2.15720
C -0.49320 1.85717 3.15421
C -1.58220 1.31314 -2.33230
C -1.22348 0.62908 3.53784
C -2.31215 0.13721 -2.36496
C 0.39578 0.07048 -1.75834
C -0.24049 1.28739 -2.03275
C 1.46742 0.48726 2.63549
H 0.11995 -2.06427 -1.61272
H -3.36737 0.14100 -2.59064
H -2.06927 2.25110 -2.54215
H 0.33721 2.19741 -2.01043